# 1
Below is 2 unconnected molecules or ions with the total composition C6H15NO at a distorted geometry, with properties calculated with ωB97M-V/def2-TZVPD.

calculated total energy: -10000.6559 eV
total charge: -1
energy above the lowest of the compared OMol25 structures with the same formula, charge and spin: 121.1 kJ/mol
⟨S²⟩: 0.751
E_HOMO (alpha / beta): 1.292 / -5.597 eV
multiplicity: 2
orbital gap (alpha / beta): 2.69 / 9.43 eV

Last column: Mulliken spin population.
CARTESIAN COORDINATES (ANGSTROEM)
C: 1.63 0.81 -0.42  0.03
C: 0.66 1.39 0.62  -0.02
C: -0.78 1.44 0.09  0.38
C: -2.65 -1.75 1.35  0.51
C: -1.89 -0.45 1.26  -0.28
C: -1.51 0.14 0.13  0.79
N: 2.64 -0.15 0.10  0.27
H: 1.06 0.15 -1.08  0.60
H: 2.11 1.54 -1.07  -0.30
H: 0.79 0.85 1.55  0.10
H: 0.98 2.42 0.85  -0.12
H: -1.35 2.23 0.60  -0.14
H: -0.71 1.79 -0.95  -0.06
H: -2.28 -2.53 0.67  -0.25
H: -2.51 -2.18 2.34  0.00
H: -3.71 -1.64 1.17  -0.07
H: -1.56 -0.05 2.22  -0.10
H: -1.67 -0.36 -0.81  -0.29
H: 2.27 -0.59 0.95  -0.06
H: 3.45 0.35 0.45  -0.13
H: 2.04 -0.83 -2.68  -0.06
H: 1.06 -1.51 -3.74  -0.31
O: 1.91 -1.07 -3.61  0.51

***

# 2
Below is 2 unconnected molecules or ions with the total composition C7H16O3PS at a distorted geometry, with properties calculated with ωB97M-V/def2-TZVPD.

calculated total energy: -33785.5900 eV
total charge: -1
energy above the lowest of the compared OMol25 structures with the same formula, charge and spin: 95.4 kJ/mol
E_HOMO: -3.222 eV
orbital gap: 6.53 eV

Last column: natural (NBO) charge in e.
CARTESIAN COORDINATES (ANGSTROEM)
C: 0.89 -1.09 -2.77  -0.60
C: -1.36 2.55 -0.16  -0.64
C: -2.37 0.40 0.61  -0.64
C: 1.76 1.43 -0.42  -0.57
C: 1.55 -0.89 -1.38  -0.44
C: -0.96 1.16 0.38  0.10
C: 1.00 0.40 -0.73  0.37
O: 2.04 -1.66 2.04  -1.17
O: 0.29 -3.56 2.15  -1.05
O: -0.40 0.38 -0.67  -0.55
P: 0.61 -1.95 1.76  1.26
S: -0.49 -1.30 3.58  -0.56
H: 1.33 -1.99 -3.27  0.19
H: 1.03 -0.21 -3.27  0.20
H: -0.12 -1.38 -2.50  0.22
H: -1.13 3.34 0.64  0.20
H: -0.59 2.85 -0.95  0.22
H: -2.34 2.62 -0.53  0.20
H: -2.61 -0.08 -0.33  0.22
H: -3.16 1.16 0.68  0.18
H: -2.19 -0.22 1.60  0.26
H: 1.69 2.39 0.18  0.21
H: -0.04 -0.17 3.12  0.10
H: 2.76 1.15 -0.56  0.20
H: 1.17 -1.79 -0.78  0.24
H: 2.61 -0.89 -1.46  0.20
H: -0.29 1.13 1.19  0.20
H: -0.67 -3.78 1.84  0.47

***

# 3
Below is a molecular structure, C45H57FIKN12O3Si at a distorted geometry, with properties calculated with ωB97M-V/def2-TZVPD.

calculated total energy: -106635.7102 eV
total charge: -2
E_HOMO: -2.158 eV
orbital gap: 5.62 eV

Last column: Mulliken charge in e.
CARTESIAN COORDINATES (ANGSTROEM)
K: 0.46 -0.69 -2.34  0.95
C: 4.51 -1.01 0.75  -0.29
C: 4.64 -1.97 -0.40  0.35
N: 5.83 -2.11 -0.93  -0.65
C: 6.00 -2.87 -1.99  -1.24
C: 4.98 -3.58 -2.62  0.71
C: 5.30 -4.46 -3.78  -0.60
O: 4.78 -5.78 -3.58  -0.52
C: 3.67 -3.46 -2.11  0.12
C: 2.53 -4.17 -2.72  -0.78
N: 1.35 -3.67 -2.82  0.35
C: 0.29 -4.28 -3.40  0.29
C: 0.49 -5.07 -4.56  -0.29
C: -0.55 -5.64 -5.27  -0.50
C: -1.91 -5.47 -4.87  -0.76
C: -2.12 -4.78 -3.69  -0.75
C: -1.07 -4.19 -2.96  0.09
I: -1.59 -3.30 -1.17  0.30
C: 3.45 -2.69 -0.90  0.50
O: 2.44 -2.71 -0.17  -0.49
H: 4.09 -1.51 1.64  0.05
H: 3.79 -0.21 0.54  -0.13
H: 5.50 -0.56 0.95  0.41
H: 7.03 -2.87 -2.35  0.19
H: 6.43 -4.48 -3.89  0.34
H: 4.91 -4.02 -4.71  0.30
H: 5.12 -6.31 -4.34  0.30
H: 2.84 -5.16 -3.11  0.59
H: 1.55 -5.22 -4.87  0.33
H: -0.28 -6.26 -6.15  0.29
H: -2.74 -5.86 -5.45  0.39
H: -3.12 -4.66 -3.31  0.39
C: -1.13 6.37 -0.32  -1.29
Si: -2.29 4.86 -0.12  0.53
C: -4.12 5.29 -0.54  -1.52
C: -2.30 4.24 1.67  -0.64
N: -1.75 3.51 -1.12  -0.33
C: -1.68 3.65 -2.44  0.91
C: -1.99 4.86 -3.13  -0.35
C: -1.86 4.96 -4.51  -0.92
C: -1.49 3.88 -5.30  -0.57
C: -1.18 2.67 -4.67  -0.82
C: -1.24 2.59 -3.31  -0.38
F: -0.91 1.41 -2.64  0.19
H: -0.44 6.37 0.54  0.29
H: -1.70 7.32 -0.26  0.36
H: -0.57 6.37 -1.26  0.39
H: -4.13 6.31 -0.94  0.42
H: -4.75 5.29 0.36  0.40
H: -4.57 4.65 -1.32  0.31
H: -3.29 4.41 2.13  0.37
H: -1.54 4.76 2.29  0.30
H: -2.06 3.17 1.76  -0.18
H: -2.41 5.72 -2.59  0.12
H: -2.04 5.94 -4.97  0.35
H: -1.40 3.95 -6.40  0.32
H: -0.79 1.82 -5.24  0.39
C: -3.09 0.63 -0.31  -0.34
N: -3.80 0.50 0.95  0.40
C: -4.94 1.41 1.15  -1.04
C: -3.22 -0.19 1.96  -0.04
N: -1.91 -0.52 1.88  0.17
C: -1.48 -1.69 2.45  0.39
C: -2.27 -2.87 2.43  -0.42
C: -1.85 -4.08 3.01  -0.69
C: -0.57 -4.16 3.54  -1.06
C: 0.29 -3.03 3.58  1.40
C: 1.49 -3.15 4.27  -1.17
C: 2.36 -2.07 4.39  -0.78
C: 2.00 -0.83 3.87  -0.88
C: 0.80 -0.66 3.09  0.59
N: 0.58 0.42 2.29  0.26
C: 1.21 1.59 2.38  -0.41
N: 1.48 2.21 3.59  0.88
C: 2.62 3.11 3.84  -1.23
C: 0.63 1.99 4.77  -0.95
N: 1.40 2.33 1.26  0.74
C: 1.72 3.76 1.23  -1.09
C: 0.89 1.80 0.00  -0.17
C: -0.11 -1.79 2.97  -0.78
N: -3.97 -0.34 3.09  0.77
C: -5.44 -0.51 3.13  -1.31
C: -3.38 -0.27 4.42  -0.81
H: -3.78 0.48 -1.15  0.33
H: -2.32 -0.14 -0.35  -0.12
H: -2.64 1.65 -0.42  0.09
H: -5.92 0.92 0.96  0.31
H: -4.91 2.25 0.43  0.22
H: -4.95 1.85 2.19  0.34
H: -3.26 -2.82 1.98  0.55
H: -2.56 -4.92 3.11  0.28
H: -0.19 -5.08 4.00  0.29
H: 1.77 -4.10 4.71  0.26
H: 3.27 -2.16 5.00  0.35
H: 2.61 0.05 4.00  0.38
H: 3.47 2.87 3.19  0.29
H: 2.97 2.98 4.87  0.37
H: 2.34 4.17 3.68  0.31
H: -0.19 1.32 4.50  0.05
H: 0.23 2.98 5.03  0.47
H: 1.23 1.55 5.60  0.31
H: 1.21 4.40 2.00  0.18
H: 1.37 4.14 0.26  0.47
H: 2.83 3.98 1.27  0.31
H: 0.49 0.79 0.17  -0.07
H: 1.71 1.77 -0.73  0.58
H: 0.05 2.43 -0.40  -0.47
H: -5.84 -0.93 2.24  0.33
H: -5.90 0.47 3.35  0.37
H: -5.60 -1.19 3.99  0.36
H: -2.30 -0.37 4.36  0.07
H: -3.80 -1.10 5.03  0.26
H: -3.70 0.70 4.86  0.35
O: 1.22 -5.63 1.01  -0.75
H: 1.61 -4.85 0.54  0.34
H: 0.44 -5.30 1.54  0.32
N: 5.39 3.40 -4.57  -0.64
C: 4.88 2.38 -4.86  0.56
N: 4.41 1.21 -5.21  -0.78
C: 3.40 0.70 -4.55  0.39
N: 2.50 0.19 -4.00  -0.59

***

# 4
Below is a molecular structure, C27H61BCl2GaO9 at a distorted geometry, with properties calculated with ωB97M-V/def2-TZVPD.

calculated total energy: -125508.9727 eV
total charge: -1
energy above the lowest of the compared OMol25 structures with the same formula, charge and spin: 0.0 kJ/mol
E_HOMO: -4.585 eV
orbital gap: 6.73 eV

Last column: Mulliken charge in e.
CARTESIAN COORDINATES (ANGSTROEM)
C: -1.86 6.40 3.79  -1.00
C: -1.38 6.57 2.29  -0.29
O: -0.82 5.32 1.87  -0.37
C: -1.54 4.77 0.75  -0.69
C: -2.68 3.81 1.24  -0.28
Ga: -3.35 2.49 -0.19  -0.70
C: -1.67 1.96 -1.32  -0.51
C: -0.88 0.93 -0.43  -0.23
C: 0.69 1.10 -0.52  -0.80
C: 1.33 0.15 0.55  -0.66
C: 2.42 0.81 1.46  -0.33
O: 2.23 2.20 1.71  -0.46
C: 1.03 2.45 2.44  -0.49
B: -4.14 0.70 0.53  0.23
O: -4.25 -0.39 -0.44  -0.55
C: -4.64 0.35 2.02  -0.47
C: -4.54 1.51 3.06  -0.95
C: -4.73 3.47 -1.39  -0.31
Cl: -4.89 5.24 -0.87  -0.27
C: -6.18 2.82 -1.30  0.45
C: -6.27 1.74 -2.44  -1.12
Cl: -7.53 4.04 -1.62  -0.25
H: -1.36 5.50 4.20  0.21
H: -1.58 7.29 4.38  0.34
H: -2.96 6.25 3.81  0.25
H: -2.24 6.90 1.68  0.25
H: -0.58 7.34 2.20  0.36
H: -1.97 5.54 0.08  0.47
H: -0.77 4.20 0.16  0.03
H: -2.21 3.22 2.08  0.17
H: -3.52 4.37 1.71  0.61
H: -2.05 1.47 -2.25  0.32
H: -1.06 2.84 -1.59  0.48
H: -1.19 -0.13 -0.62  0.12
H: -1.14 1.16 0.63  0.07
H: 0.98 0.81 -1.55  0.51
H: 0.92 2.17 -0.38  0.37
H: 1.81 -0.69 -0.01  0.36
H: 0.54 -0.31 1.18  0.31
H: 3.45 0.59 1.10  0.11
H: 2.35 0.30 2.46  0.23
H: 0.65 1.56 2.99  0.28
H: 1.27 3.28 3.15  0.28
H: 0.27 2.83 1.73  0.04
H: -3.40 -0.83 -0.35  0.20
H: -4.01 -0.51 2.38  0.28
H: -5.69 -0.05 1.95  0.28
H: -4.85 2.48 2.64  0.12
H: -5.13 1.25 3.98  0.38
H: -3.48 1.58 3.40  0.21
H: -4.46 3.49 -2.47  0.42
H: -6.40 2.41 -0.29  0.09
H: -5.24 1.38 -2.63  0.15
H: -6.71 2.15 -3.37  0.46
H: -6.92 0.89 -2.13  0.29
C: -4.38 -4.88 -3.72  -0.81
O: -3.50 -4.01 -4.41  -0.32
C: -3.46 -2.69 -3.88  -0.46
C: -2.03 -2.18 -3.72  -0.09
O: -1.24 -2.84 -2.73  -0.33
C: -0.88 -4.20 -2.94  -0.36
C: 0.07 -4.46 -4.10  -0.54
O: -0.56 -4.24 -5.36  -0.29
C: 0.22 -3.51 -6.28  -0.81
H: -5.41 -4.70 -4.04  0.31
H: -4.10 -5.90 -3.96  0.24
H: -4.31 -4.74 -2.64  0.37
H: -3.97 -2.64 -2.91  0.25
H: -3.99 -2.04 -4.59  0.39
H: -2.10 -1.14 -3.40  0.25
H: -1.51 -2.16 -4.68  0.04
H: -1.76 -4.83 -3.00  0.10
H: -0.35 -4.49 -2.03  0.39
H: 0.39 -5.51 -4.07  0.41
H: 0.96 -3.83 -3.99  0.33
H: 0.78 -2.71 -5.79  0.38
H: -0.45 -3.07 -7.01  0.24
H: 0.92 -4.18 -6.80  0.30
C: 6.68 -5.20 2.90  -0.83
O: 7.46 -4.02 2.81  -0.29
C: 8.05 -3.82 1.54  -0.51
C: 7.87 -2.39 1.04  -0.29
O: 6.55 -2.00 0.71  -0.47
C: 5.59 -1.90 1.76  -0.16
C: 5.84 -0.79 2.77  -0.46
O: 6.97 -1.06 3.58  -0.31
C: 7.84 0.04 3.76  -0.82
H: 7.33 -6.06 3.06  0.30
H: 6.01 -5.09 3.75  0.24
H: 6.07 -5.34 2.00  0.39
H: 7.65 -4.51 0.79  0.34
H: 9.12 -4.02 1.65  0.38
H: 8.44 -2.30 0.10  0.42
H: 8.33 -1.67 1.72  0.08
H: 5.45 -2.86 2.25  0.06
H: 4.64 -1.67 1.26  0.35
H: 4.97 -0.71 3.44  0.32
H: 5.94 0.17 2.25  0.37
H: 7.93 0.64 2.84  0.37
H: 8.82 -0.33 4.03  0.24
H: 7.47 0.68 4.57  0.31

***

# 5
Below is 2 unconnected molecules or ions with the total composition C4H15N2O2 at a distorted geometry, with properties calculated with ωB97M-V/def2-TZVPD.

calculated total energy: -11459.6902 eV
total charge: +1
energy above the lowest of the compared OMol25 structures with the same formula, charge and spin: 151.2 kJ/mol
E_HOMO: -13.099 eV
orbital gap: 10.30 eV

Last column: natural (NBO) charge in e.
CARTESIAN COORDINATES (ANGSTROEM)
N: 0.45 -1.19 -1.09  -0.68
C: 0.34 -1.30 0.41  -0.06
C: 1.59 -0.75 1.08  -0.09
O: 2.64 -0.87 0.13  -0.75
C: -0.89 -0.38 0.68  -0.24
N: -0.65 0.91 0.06  -0.68
C: -0.27 2.05 0.98  -0.41
H: 1.22 -1.82 -1.34  0.45
H: 0.69 -0.23 -1.36  0.47
H: -0.43 -1.42 -1.55  0.45
H: 0.15 -2.36 0.63  0.23
H: 1.73 -1.45 1.92  0.20
H: 1.55 0.27 1.43  0.20
H: 3.50 -0.99 0.53  0.50
H: -1.72 -0.96 0.22  0.20
H: -1.15 -0.35 1.74  0.21
H: -1.49 1.28 -0.35  0.40
H: 0.28 1.65 1.82  0.19
H: -1.19 2.59 1.23  0.20
H: 0.42 2.69 0.44  0.21
H: -1.79 1.31 -3.03  0.50
H: -2.95 0.66 -2.19  0.49
O: -2.01 0.64 -2.37  -0.98